No. 1
Here is a molecular structure, C7H10BeBrN2O2P in a non-equilibrium geometry from the OMol25 dataset. Energies are from ωB97M-V/def2-TZVPD.

The geometry in XYZ format:
```
24
Properties=species:S:1:pos:R:3:lowdin_charge:R:1
C -0.0962 3.0158 -0.8041 -0.129
C 0.1294 1.7064 -1.7620 -0.656
Br 1.7563 2.1273 -2.8536 0.818
C 0.5695 0.4774 -0.7692 -0.262
C -0.6860 -0.4647 -0.4225 -0.293
C -2.0174 0.3921 -0.1139 -0.147
N -3.0401 0.9765 0.1502 0.227
C -0.4680 -1.4793 0.8213 -0.308
C -1.4720 -1.2085 2.0571 -0.163
N -2.1478 -0.6801 2.9109 0.228
P 1.2777 -1.4823 1.5586 1.135
O 2.3874 -2.3377 0.5981 -0.192
O 1.0884 -2.2853 3.0700 -0.181
H -1.0065 3.6083 -1.2062 0.112
H 0.8463 3.6716 -0.7499 0.084
H -0.2957 2.6699 0.2859 0.092
H -0.7864 1.4577 -2.3970 0.108
H 1.2945 -0.1647 -1.4051 0.097
H 1.0686 0.9744 0.1276 0.117
H -0.9424 -1.0933 -1.3798 -0.040
H -0.7021 -2.5571 0.4621 0.143
H 2.4927 -3.2444 1.0056 0.120
H 1.7228 -1.9189 3.7349 0.118
Be -1.0217 -2.1923 -2.9484 0.975
```

Values from the calculation:
* total energy: -3461.809643 a.u.
* net charge: +2
* gap between HOMO and LUMO: 2.755 eV
* spin multiplicity: 1
* M: 274.1 g mol⁻¹
* E_LUMO: -13.77 eV
* E_HOMO: -0.607 Ha



No. 2
Here is a molecular structure, C38H43ClN3O2PTm in a non-equilibrium geometry from the OMol25 dataset. Energies are from ωB97M-V/def2-TZVPD.

The geometry in XYZ format:
```
89
Properties=species:S:1:pos:R:3:lowdin_charge:R:1
Tm -0.6292 -0.4880 0.3907 0.587
Cl -0.0802 -0.1825 2.7225 -0.093
N 1.1306 -1.8849 -0.0896 0.034
N -1.5198 1.5548 -0.3610 0.044
C 2.4326 -1.8374 -0.3694 -0.317
C -1.0921 2.7400 -0.8053 -0.309
C 0.7645 -3.3206 0.0892 -0.580
C 1.8902 -4.0077 -0.6913 -0.063
C -0.6013 -3.5685 -0.5138 -0.155
C 0.8055 -3.6916 1.5844 -0.028
H -0.5553 -3.3220 -1.5815 0.037
H -1.6582 -2.7441 0.1205 -0.035
H -0.9024 -4.5960 -0.3216 0.035
H 1.8215 -3.5962 2.0019 0.088
H 0.4705 -4.7253 1.7496 0.085
H 0.1547 -3.0237 2.1634 0.032
C -3.0090 1.6190 -0.3155 -0.551
C -3.2979 2.7484 -1.2969 -0.060
C -3.4744 1.9308 1.1121 -0.009
C -3.5994 0.3107 -0.7947 -0.059
H -3.1602 0.0478 -1.7600 0.094
H -4.6832 0.3706 -0.8985 0.089
H -3.3515 -0.4875 -0.0717 0.024
H -3.1440 2.9260 1.4457 0.093
H -3.0656 1.1982 1.8233 0.052
H -4.5714 1.8863 1.1868 0.096
O -2.0440 3.5015 -1.3443 0.012
H -4.1183 3.4130 -1.0138 0.134
H -3.4821 2.3524 -2.3028 0.131
O 2.9679 -3.0058 -0.7171 0.004
H 1.5883 -4.1855 -1.7285 0.118
H 2.2817 -4.9304 -0.2509 0.127
C 3.3442 -0.6734 -0.2181 -0.031
C 0.2581 3.3526 -0.6605 -0.032
C 1.4564 2.5488 -1.1571 -0.144
H 0.3595 3.5777 0.4180 0.152
H 0.2007 4.3153 -1.1818 0.108
C 1.8379 1.3620 -0.5056 0.003
C 2.9466 0.6112 -0.9390 -0.139
H 1.3630 1.1097 0.4627 0.077
C 3.7600 1.1440 -1.9554 -0.215
C 3.4094 2.3359 -2.5809 -0.005
C 5.0484 0.4711 -2.3387 -0.055
C 2.2898 3.0535 -2.1724 -0.219
H 4.0509 2.7422 -3.3629 0.113
C 2.0246 4.3997 -2.7862 -0.057
H 2.7898 4.5949 -3.5422 0.072
H 2.0777 5.2181 -2.0572 0.087
H 1.0488 4.4784 -3.2767 0.086
H 5.7689 0.4296 -1.5121 0.088
H 5.5191 1.0439 -3.1418 0.072
H 4.9230 -0.5560 -2.6966 0.088
H 4.3301 -1.0193 -0.5523 0.108
H 3.4122 -0.5025 0.8723 0.151
N -2.0790 -1.9449 0.8394 -0.407
P -3.3579 -2.4714 1.6663 0.838
C -3.9914 -1.6345 3.1481 -0.284
C -5.0286 -2.4105 3.7334 -0.088
C -5.5941 -2.0638 4.9533 -0.081
C -5.1187 -0.9184 5.6189 -0.102
C -4.0939 -0.1507 5.0579 -0.097
C -3.5153 -0.4948 3.8375 -0.097
C -4.9285 -2.6187 0.7781 -0.357
C -5.3278 -3.8080 0.1400 -0.141
C -6.6649 -3.9831 -0.2244 -0.156
C -7.5914 -2.9497 -0.0573 -0.188
C -7.1689 -1.7100 0.4365 -0.148
C -5.8505 -1.5394 0.8369 -0.173
C -2.6410 -3.8957 2.4742 -0.274
C -2.6248 -5.1687 1.8909 -0.083
C -2.1031 -6.2282 2.6398 -0.099
C -1.5317 -5.9820 3.8943 -0.116
C -1.4163 -4.6829 4.4052 -0.090
C -1.9334 -3.6250 3.6679 -0.093
H -5.4065 -3.3085 3.2433 0.118
H -6.3849 -2.6863 5.3835 0.099
H -5.5512 -0.6541 6.5771 0.086
H -3.7276 0.7255 5.6042 0.099
H -2.6796 0.0869 3.4626 0.030
H -4.5983 -4.5909 -0.0513 0.065
H -6.9810 -4.9437 -0.6382 0.080
H -8.6299 -3.0967 -0.3290 0.061
H -7.8753 -0.8811 0.5244 0.083
H -5.5362 -0.5751 1.2484 0.082
H -3.0270 -5.3269 0.8936 0.086
H -2.1653 -7.2418 2.2319 0.097
H -1.1549 -6.8087 4.4810 0.084
H -0.9445 -4.4808 5.3734 0.102
H -1.8291 -2.5966 4.0273 0.100
```

Values from the calculation:
* total energy: -3675.283375 a.u.
* net charge: -1
* gap between HOMO and LUMO (spin up / spin down): 2.484 / 3.617 eV
* spin multiplicity: 3
* M: 809.1 g mol⁻¹
* E_LUMO (spin up / spin down): 2.10 / 2.12 eV
* E_HOMO (spin up / spin down): -0.014 / -0.055 Ha



No. 3
Here is a molecular structure, C29H39IrN3O7P3S3Si from the OMol25 dataset. Energies are from ωB97M-V/def2-TZVPD.

The geometry in XYZ format:
```
86
Properties=species:S:1:pos:R:3:lowdin_charge:R:1
Ir -0.0714 0.0464 -0.1469 1.084
N 2.2725 2.9544 -3.7727 0.161
C 1.4900 1.6598 -3.5396 -0.488
C 1.2353 0.9983 -4.8841 -0.090
P 2.5766 0.6211 -2.4548 0.279
O 3.0784 1.7715 -1.4280 -0.228
O 3.7122 0.2163 -3.3157 -0.307
O 1.7006 -0.3741 -1.7438 -0.418
P -0.0550 2.3044 -2.7217 0.346
O -1.1692 1.3269 -3.3665 -0.155
O -0.1858 3.6967 -3.2741 -0.321
O 0.0452 2.1132 -1.2374 -0.434
H 2.8619 2.8840 -4.5970 0.154
H 2.8529 3.1224 -2.9429 0.133
H 1.5393 3.6914 -3.8349 0.110
H 2.1877 0.7373 -5.3509 0.077
H 0.6493 1.6431 -5.5437 0.085
H 0.6729 0.0787 -4.7354 0.082
H 2.5275 1.7940 -0.6036 -0.065
H -2.0279 1.7760 -3.4071 0.053
C -0.2331 -4.3696 1.9117 -0.185
Si 0.1875 -2.5305 1.9701 0.353
C 0.3069 -1.9827 3.7512 -0.162
C 1.8355 -2.4597 1.0783 -0.190
N -0.9470 -1.5056 1.1499 -0.197
C -2.2797 -1.4259 1.4758 -0.301
C -2.9451 -2.3072 2.3637 -0.045
C -4.2959 -2.2138 2.6622 -0.112
C -5.0811 -1.2185 2.1037 -0.117
C -4.4708 -0.3065 1.2517 -0.037
C -3.1301 -0.4201 0.9516 -0.205
O -2.4825 0.5397 0.1755 -0.124
C -3.1574 1.3001 -0.7465 -0.293
C -4.0038 0.7193 -1.6793 -0.029
C -4.5487 1.5098 -2.6826 -0.093
C -4.2421 2.8656 -2.7556 -0.108
C -3.3979 3.4311 -1.8045 -0.077
C -2.8603 2.6522 -0.7891 -0.009
H 0.5595 -4.9339 2.4180 0.027
H -0.2618 -4.7067 0.8696 0.027
H -1.1796 -4.6454 2.3766 0.006
H 1.1525 -2.4123 4.2967 0.010
H -0.6024 -2.2510 4.2980 0.025
H 0.4082 -0.8935 3.7788 0.012
H 2.2995 -3.4507 1.0312 0.030
H 2.5303 -1.7877 1.5893 -0.014
H 1.7395 -2.0832 0.0550 -0.009
H -2.3653 -3.0820 2.8383 0.065
H -4.7338 -2.9280 3.3508 0.095
H -6.1329 -1.1288 2.3405 0.089
H -5.0436 0.5081 0.8271 0.115
H -4.2198 -0.3407 -1.6216 0.126
H -5.2041 1.0610 -3.4194 0.102
H -4.6552 3.4753 -3.5490 0.099
H -3.1354 4.4789 -1.8649 0.112
H -2.1614 3.0509 -0.0645 0.115
N -0.9339 -1.3363 -1.8607 0.008
H -1.4738 -2.1353 -1.5544 0.047
H -0.0394 -1.6269 -2.2447 0.025
H -1.4304 -0.7963 -2.5610 0.019
S 3.7233 0.3715 5.8082 0.169
P 3.8370 0.0990 3.8483 0.530
S 1.7935 1.1335 1.3473 0.015
C 4.8975 -1.3835 3.5619 -0.402
C 4.3493 -2.6426 3.7991 -0.116
C 5.1232 -3.7861 3.6716 -0.087
C 6.4577 -3.6854 3.2975 -0.100
C 7.0105 -2.4359 3.0568 -0.090
C 6.2361 -1.2889 3.1866 -0.087
C 4.7696 1.4349 3.0235 -0.459
C 5.2169 2.5580 3.7055 -0.109
C 5.8945 3.5632 3.0223 -0.092
C 6.1257 3.4497 1.6586 -0.095
C 5.6759 2.3280 0.9700 -0.081
C 4.9969 1.3300 1.6495 -0.167
H 3.3091 -2.7277 4.0880 0.081
H 4.6812 -4.7569 3.8600 0.100
H 7.0620 -4.5778 3.1878 0.095
H 8.0507 -2.3478 2.7673 0.098
H 6.6802 -0.3196 2.9988 0.100
H 5.0282 2.6410 4.7684 0.064
H 6.2414 4.4366 3.5616 0.096
H 6.6506 4.2362 1.1293 0.095
H 5.8331 2.2357 -0.0976 0.103
H 4.6388 0.4625 1.1042 0.100
S -0.0105 1.6995 1.9873 -0.016
```

Values from the calculation:
* total energy: -4432.182626 a.u.
* net charge: -1
* gap between HOMO and LUMO (spin up / spin down): 6.231 / 4.623 eV
* spin multiplicity: 6
* M: 951.1 g mol⁻¹
* E_LUMO (spin up / spin down): 2.22 / 0.93 eV
* E_HOMO (spin up / spin down): -0.148 / -0.136 Ha



No. 4
Here is 2 unconnected molecules or ions with the total composition C2H2ClNO2 in a non-equilibrium geometry from the OMol25 dataset. Energies are from ωB97M-V/def2-TZVPD.

The geometry in XYZ format:
```
8
Properties=species:S:1:pos:R:3:lowdin_charge:R:1
C 0.8428 -0.3414 0.1290 -0.432
C 0.0905 0.8160 0.1654 -0.651
N -1.7576 -0.4385 -0.4307 0.196
O 0.5679 -1.3850 0.7353 -0.034
O -1.4049 -1.4236 -0.0385 0.067
Cl 0.4723 2.1077 -0.8340 0.661
H 1.8433 -0.3801 -0.5684 0.157
H -0.6544 1.0449 0.8419 0.037
```

Values from the calculation:
* total energy: -742.675724 a.u.
* gap between HOMO and LUMO (spin up / spin down): 7.939 / 7.530 eV
* spin multiplicity: 1
* M: 107.5 g mol⁻¹
* E_LUMO (spin up / spin down): -0.84 / -1.17 eV
* E_HOMO (spin up / spin down): -0.323 / -0.320 Ha



No. 5
Here is 2 unconnected molecules or ions with the total composition C7H10N2O2 in a non-equilibrium geometry from the OMol25 dataset. Energies are from ωB97M-V/def2-TZVPD.

The geometry in XYZ format:
```
21
Properties=species:S:1:pos:R:3:lowdin_charge:R:1
C -0.4902 2.0207 0.0646 -0.250
C 0.3241 0.9405 0.0550 0.036
C 1.4739 0.3805 0.2236 -0.323
C -3.1774 -0.1046 -0.1483 -0.465
C 1.6012 -1.0998 0.3809 -0.035
C 2.8670 1.1115 0.2683 -0.030
C -2.0677 -0.4779 0.7380 -0.014
N -1.2733 2.8803 0.0580 0.141
N -3.6177 1.1846 -0.0903 0.171
O -3.5955 -0.9851 -1.0131 -0.031
O -1.8812 -1.8797 0.5460 -0.019
H 0.7346 -1.2611 0.9635 0.056
H 1.5662 -1.6133 -0.5079 0.070
H 2.4521 -1.3485 1.0188 0.094
H 2.7240 2.1606 -0.0231 0.068
H 3.4235 0.6372 -0.5651 0.088
H 3.2911 1.0458 1.3467 0.118
H -1.7079 -0.1586 1.6672 0.102
H -2.9331 1.9164 0.2731 0.078
H -4.3276 1.3159 -0.7343 0.082
H -2.5913 -2.0776 -0.0937 0.063
```

Values from the calculation:
* total energy: -532.562716 a.u.
* gap between HOMO and LUMO (spin up / spin down): 7.025 / 8.482 eV
* spin multiplicity: 1
* M: 154.2 g mol⁻¹
* E_LUMO (spin up / spin down): -1.39 / -0.62 eV
* E_HOMO (spin up / spin down): -0.309 / -0.334 Ha



No. 6
Here is 2 unconnected molecules or ions with the total composition CH5N3O3 in a non-equilibrium geometry from the OMol25 dataset. Energies are from ωB97M-V/def2-TZVPD.

The geometry in XYZ format:
```
12
Properties=species:S:1:pos:R:3:lowdin_charge:R:1
C 2.5801 -0.1432 0.0185 -0.416
N -1.7062 -0.7976 0.3600 -0.094
N -2.6819 -0.1185 -0.0981 0.034
N -0.6029 -0.3264 0.3332 -0.079
O -0.5126 1.0035 -0.2845 -0.119
O 1.8601 -1.1526 -0.2812 0.054
O 2.1289 0.9494 0.3778 -0.017
H 3.7589 -0.3425 -0.1755 0.181
H -2.6169 0.8695 -0.5081 0.143
H -3.6060 -0.2234 0.2653 0.096
H 0.8662 -0.9544 0.0798 0.107
H 0.5323 1.2363 -0.0874 0.112
```

Values from the calculation:
* total energy: -430.992351 a.u.
* gap between HOMO and LUMO: 10.868 eV
* spin multiplicity: 1
* M: 107.1 g mol⁻¹
* E_LUMO: 0.89 eV
* SMILES string: N/N=N\O.O=CO
* E_HOMO: -0.367 Ha